Entry from OMol25: a cluster of 3 separate species, C27H47F3NO7S2 in total (ωB97M-V with the def2-TZVPD basis set).

Computed properties:
HOMO-LUMO gap (alpha / beta) ... 8.62 / 9.62 eV
Electronic energy ... -74403.2616 eV
Multiplicity ... 2
<S²> ... 0.7540
Highest occupied orbital energy (alpha / beta) ... -8.1403 / -9.1425 eV

The geometry in XYZ format:
```
87
Properties=species:S:1:pos:R:3:forces:R:3
H -2.137 0.824 3.510 -0.2 0.2 0.1
H 0.491 0.667 1.302 0.1 -0.1 0.0
H -3.061 2.943 -1.542 0.3 0.1 0.0
H -5.098 1.702 1.389 -0.1 0.0 0.1
C -1.021 3.737 2.881 0.4 -0.2 -0.3
H -1.568 3.158 0.369 0.1 0.0 0.0
H 3.781 -1.673 3.056 0.0 -0.1 0.0
C 1.559 3.483 2.847 0.1 0.3 -0.1
C -2.129 2.761 2.445 -0.2 0.2 -0.1
C 1.844 -6.131 -6.844 -0.1 0.1 0.1
H -3.673 1.340 -1.797 0.1 -0.3 -0.1
F -4.074 0.084 4.351 0.1 0.0 -0.7
O 2.639 2.293 1.099 0.0 -0.2 -0.8
O -3.043 -0.468 -0.076 -0.5 0.1 0.6
H 4.691 -1.068 -3.237 0.0 0.0 0.0
C 0.267 3.708 2.030 0.2 0.5 0.3
H -1.399 4.758 2.903 -0.1 0.1 0.0
H 1.899 0.040 -2.688 0.0 0.0 0.0
C 3.086 -5.807 -6.019 -0.1 -0.2 -0.2
H 4.832 -0.288 2.810 0.1 0.1 0.1
H -2.748 2.100 5.055 0.1 0.3 0.2
O 2.945 1.561 3.188 -0.5 -0.2 0.4
O 3.712 -2.997 -0.279 -0.1 0.0 0.2
H -1.941 1.535 -1.484 0.1 0.1 -0.1
H 1.784 -4.251 -7.905 0.0 0.0 0.0
C -3.239 1.814 0.270 -0.5 0.4 -0.7
C -1.602 0.365 1.520 0.2 -0.9 1.0
C 2.567 -0.749 -3.043 0.0 0.1 0.1
S 3.013 -1.808 -0.692 0.2 0.0 -0.3
O 3.538 -3.516 -4.791 0.0 0.0 0.2
H -2.550 -1.260 2.542 -0.1 -0.1 0.0
O 2.034 -1.188 0.173 0.1 -0.3 0.0
H -1.323 -1.809 1.410 0.2 -0.1 0.0
O 2.026 -5.191 -3.685 0.1 0.1 0.1
C 4.193 -0.548 -1.195 0.1 0.2 -0.2
H -0.564 1.374 3.020 0.0 0.1 0.2
N -2.876 0.471 0.791 1.1 0.0 -1.4
F -6.686 0.534 3.775 -0.2 -0.3 0.6
H 2.100 -6.679 -7.749 0.0 0.0 0.0
H 3.870 -5.368 -6.633 0.0 0.0 0.0
H 1.868 -0.173 3.522 -0.1 0.1 0.0
S 2.535 -4.552 -4.869 0.1 -0.2 -0.5
C 2.279 -2.049 -2.301 -0.1 0.1 -0.2
H -5.216 1.204 -0.283 -0.1 0.0 -0.1
H 0.376 4.684 1.564 -0.1 0.0 -0.3
C -3.406 3.167 3.240 0.2 0.0 0.7
C 1.186 -4.781 -7.161 0.1 0.0 0.0
C 1.147 -3.972 -5.857 -0.2 0.0 -0.3
H 0.186 -4.904 -7.573 0.0 0.0 0.0
C -4.766 1.937 0.380 0.3 -0.2 0.5
H 1.218 -2.263 -2.184 0.0 -0.1 0.1
C -2.931 1.903 -1.241 -0.5 0.0 0.2
H 4.265 0.626 -3.025 0.0 0.0 0.0
C -1.559 -1.045 2.141 -0.7 0.2 0.1
H 5.191 -0.881 -0.920 0.0 -0.1 0.1
H -5.096 2.940 0.120 -0.1 0.1 -0.1
C -1.610 1.333 2.713 0.1 0.0 -0.6
C 3.952 -0.634 3.344 -0.2 -0.3 0.0
H 2.540 -0.027 1.885 -0.1 0.2 0.1
F -6.628 2.412 4.888 0.0 0.4 -0.5
H -3.316 4.233 3.447 0.0 0.1 -0.1
H -4.313 3.075 2.654 0.0 -0.2 -0.2
C -0.352 0.483 0.640 -0.2 0.6 0.3
H -0.879 -1.067 2.989 0.3 -0.1 -0.1
C -2.462 2.955 0.953 -0.3 -0.2 0.5
H 2.173 4.384 2.788 0.0 0.1 0.1
H 3.476 -6.655 -5.461 0.0 0.1 0.1
C 2.414 2.393 2.268 0.2 0.1 0.5
H 0.239 -4.162 -5.287 0.1 0.0 0.1
H -0.372 1.323 -0.049 0.0 0.0 -0.2
H 2.415 -0.865 -4.115 0.0 0.0 0.0
H 1.261 -2.905 -6.028 0.0 0.0 0.1
H 1.365 3.311 3.901 0.0 -0.2 0.1
C 4.020 -0.387 -2.711 0.0 0.0 0.0
C -3.660 2.484 4.601 -0.4 -0.7 0.1
H 1.159 -6.748 -6.259 0.0 0.0 0.0
C -4.598 1.323 4.471 -0.2 0.1 0.3
H 3.947 0.368 -0.657 -0.1 -0.1 0.1
H 0.241 2.994 1.214 -0.1 -0.1 0.1
C 2.731 0.154 2.940 0.6 -0.3 -0.2
H -3.094 3.842 0.886 0.1 0.2 -0.2
H -0.745 3.466 3.902 -0.2 0.1 0.2
C -5.918 1.420 4.381 0.2 -0.3 -0.1
H -4.158 3.164 5.289 0.3 0.3 0.1
H 4.114 -0.623 4.418 0.2 0.2 0.1
H -0.144 -0.451 0.138 -0.1 0.0 -0.3
H 2.785 -2.888 -2.779 0.0 0.1 0.3
```
Forces are in eV/Å.

---

Entry from OMol25: a cluster of 9 separate species, C27H47F4N5O17 in total (ωB97M-V with the def2-TZVPD basis set).

Computed properties:
HOMO-LUMO gap ... 9.01 eV
Electronic energy ... -81888.7470 eV
SMILES string ... O=C1OC[C@@H](F)O1.O=C1OC[C@@H](F)O1.O=C1OC[C@@H](F)O1.O=C1OC[C@@H](F)O1.CNC(C)=O.CNC(C)=O.CNC(C)=O.CNC(C)=O.CNC(C)=O
Highest occupied orbital energy ... -8.8336 eV

The geometry in XYZ format:
```
100
Properties=species:S:1:pos:R:3:forces:R:3
O 1.981 4.266 3.578 -0.7 1.7 3.2
C 0.233 5.471 -1.980 0.6 -0.4 1.3
C -3.061 -3.754 2.806 0.8 3.1 2.8
O -4.309 -3.686 3.391 -0.4 1.2 0.8
H -1.458 -2.333 -5.885 -0.4 -0.4 -0.2
C 4.223 2.166 -1.756 1.1 0.3 0.5
H 0.596 2.232 4.586 -0.1 -0.3 0.0
C 1.449 6.048 -1.305 -1.5 0.3 0.0
O 0.816 5.280 -3.282 -2.9 -1.3 -1.0
H -5.687 -4.253 1.936 -0.1 0.4 0.1
C -4.508 0.742 1.850 -0.4 -0.7 1.5
O 2.499 5.383 -1.989 1.1 0.6 2.6
H -6.137 1.754 -0.502 0.0 -0.5 0.0
H -3.554 0.119 3.542 0.1 0.3 0.5
N 1.203 2.421 2.629 1.3 -1.7 -2.0
F 4.104 1.843 -0.433 -0.2 -0.6 -0.2
H 3.367 4.822 1.742 0.0 -0.2 0.3
C 2.198 -3.384 3.775 -0.4 0.6 -0.2
H -0.655 -3.031 -4.532 0.1 -0.3 0.1
O 2.842 4.439 -3.981 -2.7 0.5 2.3
C 2.067 4.889 -3.130 3.0 0.4 -3.1
C -0.865 -0.674 0.948 -0.5 -0.8 -0.8
H -2.187 1.502 -3.377 0.0 -0.1 -0.2
H 0.969 -0.374 0.021 0.2 -0.1 0.0
O -3.041 -4.759 2.056 1.1 -4.3 -2.7
N 3.560 -3.301 -2.092 2.8 4.0 0.5
H 1.214 2.015 1.704 0.0 -0.5 0.2
H -4.417 -6.155 1.432 0.2 -0.1 0.2
H -0.539 2.842 3.413 -1.0 -0.5 0.6
H 0.018 4.595 -1.369 0.3 -1.1 -0.8
O 2.074 -1.133 3.451 -0.1 1.5 -0.6
H 0.518 -3.402 -2.212 0.0 -0.4 0.4
H 3.476 -2.322 -1.856 -0.5 -0.2 0.0
H 2.342 1.301 -2.428 0.4 -0.7 0.3
F -6.008 -5.229 3.620 -0.5 0.3 1.0
H -0.984 2.602 0.913 -0.1 0.3 0.0
O 2.622 -5.305 -2.112 0.3 -0.3 0.0
C 1.800 -2.107 4.401 -0.2 1.1 2.0
C -5.207 2.088 -0.042 -0.3 0.2 -0.5
C -2.187 -1.788 -3.968 0.6 1.3 -0.7
O 2.818 -1.051 1.320 -1.0 -2.2 2.7
C 3.156 3.754 1.692 -0.9 -0.8 -1.0
F 1.069 -4.007 3.436 -0.8 -1.6 -0.4
H 2.390 -1.970 5.307 0.1 0.5 0.0
C -5.134 -4.645 2.790 0.6 -1.0 -0.8
C 3.385 1.442 -2.712 -0.1 -0.5 -0.7
H 4.065 3.244 -1.788 0.8 0.0 -0.4
H -0.316 -1.438 1.499 0.0 0.2 0.2
H 5.544 -2.894 -1.936 0.1 0.0 -0.2
C 5.450 0.452 -2.678 1.7 -0.7 -0.1
C 4.889 -3.619 -2.419 1.3 -0.5 -0.6
H -3.888 -6.401 3.140 0.3 0.2 0.1
N -5.187 1.802 1.378 -0.1 1.0 -0.3
H -0.714 5.992 -1.842 0.4 0.8 -1.2
C 2.068 3.444 2.722 1.0 0.6 -1.0
H -5.137 -0.466 3.528 -0.4 0.2 -0.1
H -3.152 0.202 -2.620 0.2 0.1 0.1
H -5.433 2.545 2.015 -0.1 -0.3 0.0
H 3.410 2.004 -3.645 0.0 0.0 -0.1
O -3.895 -0.042 1.162 0.2 -0.3 -1.0
H 2.734 3.549 0.708 0.2 -0.1 -0.2
F 1.413 5.741 0.010 0.6 0.0 0.1
H -1.417 -0.005 1.609 0.0 -0.3 -0.1
H -1.423 2.766 -0.825 0.5 0.1 0.1
H -4.358 1.604 -0.526 -0.1 0.0 0.0
C -1.646 -2.771 -4.904 1.4 -0.3 -0.8
O 4.187 0.252 -2.896 -3.3 -2.6 -1.2
C -1.170 2.073 -0.022 -2.4 0.1 0.3
O 2.817 -2.965 2.572 0.7 -1.8 0.1
C 2.560 -1.691 2.354 1.3 3.1 -3.1
O -2.772 -2.133 -3.006 -2.5 -1.5 3.2
C -4.118 -5.672 2.362 -0.3 0.6 -1.4
H -2.069 1.468 0.101 -0.1 -0.1 0.3
H 4.970 -3.529 -3.502 0.6 -0.2 0.0
C 2.594 -4.096 -1.910 -4.3 -2.9 0.1
O -2.131 -3.012 3.024 -1.6 -0.5 -0.1
H 1.079 -3.850 -0.479 -0.8 -0.6 -0.4
H 2.800 -3.967 4.472 0.3 -0.5 -0.9
C 0.194 2.055 3.588 0.2 1.7 -0.2
C 0.013 1.273 -0.296 -0.2 1.1 0.2
H 5.178 -4.615 -2.084 -0.2 0.0 -0.2
H -0.184 1.043 3.443 0.1 0.2 0.0
O 0.975 1.873 -0.743 1.7 0.3 -1.1
H 4.074 3.171 1.773 -0.2 -0.1 0.2
H 1.580 -2.420 -1.152 -0.3 0.5 -0.4
N -1.974 -0.474 -4.189 0.9 1.1 -0.9
H -1.494 -1.212 0.238 -0.8 -0.1 0.8
H 1.402 7.130 -1.427 1.2 0.1 0.1
C -4.575 0.450 3.348 0.7 0.0 -0.4
H -5.209 3.151 -0.282 0.4 0.1 0.5
H -2.254 -3.675 -4.868 0.0 0.2 -0.3
O 5.515 1.679 -2.184 1.5 2.9 1.5
C -2.768 0.598 -3.561 0.2 -1.2 -0.2
H -3.641 0.765 -4.192 0.0 0.5 0.0
H 0.746 -1.974 4.646 0.0 -0.7 0.1
N 0.042 0.020 0.084 1.8 -0.7 0.3
H -4.879 1.268 4.001 0.0 -0.1 -0.1
H -1.232 -0.302 -4.853 -0.5 0.7 -0.1
C 1.306 -3.429 -1.459 1.0 0.8 1.0
O 6.378 -0.314 -2.884 -1.9 1.6 0.4
```
Forces are in eV/Å.